ORCA calculation (wB97M-V/def2-TZVPD) on a cluster of 2 separate species, C2H8NOS in total.

DFT total energy in Eh: -609.160412
Relative energy (zero: lowest compared OMol25 entry of this formula, charge and spin) in kJ/mol: 166.9
Lowest unoccupied orbital energy in eV: 3.41
HOMO-LUMO gap in eV: 6.00
Net charge: -1
E_HOMO in eV: -2.6

Last column: Mulliken charge in e.
Positions of all 13 atoms, in Å:
H  2.00212  -0.75260  2.69542  0.227
O  1.24358  -0.06212  0.91139  -0.830
C  -0.27517  1.25260  -1.14659  -0.397
H  1.00194  0.72445  2.78744  0.122
H  -0.92691  2.12455  -1.13153  0.296
N  -0.08217  -1.07871  2.58091  -0.666
H  -1.30646  0.79180  -3.32514  0.060
C  1.11773  -0.23776  2.23158  -0.290
H  -0.30425  -1.58221  1.73270  0.245
H  -0.18550  0.81146  -0.14468  0.053
S  -0.98289  0.00369  -2.27891  -0.248
H  0.73454  1.46408  -1.48116  0.221
H  0.16782  -1.80995  3.24485  0.207